Entry 1:
A single C22H25N3O3S2 molecule. Source: OMol25; level of theory: ωB97M-V/def2-TZVPD.

```
55
Properties=species:S:1:pos:R:3:nbo_charge:R:1
S 6.72 -0.43 -0.06 -0.232
S -1.43 2.87 -0.25 0.513
O -1.07 -1.17 1.69 -0.549
O 1.04 2.98 0.04 -0.626
O -3.00 -1.72 0.68 -0.607
N 4.10 -0.64 0.09 -0.575
N 0.23 1.01 0.72 -0.621
N 4.97 1.43 0.54 -0.602
C 0.58 -0.83 -2.63 -0.205
C 1.24 -2.14 -0.30 -0.160
C 3.73 2.02 0.55 0.316
C 2.62 1.25 0.48 -0.244
C -4.66 0.45 -0.17 -0.629
C -1.06 1.32 0.40 0.055
C 0.34 -2.71 -1.18 -0.230
C 1.27 1.84 0.40 0.676
C 5.19 0.13 0.21 0.287
C 1.80 -0.90 -0.56 -0.075
C -3.10 2.41 -0.48 -0.218
C -1.05 -2.65 -3.25 -0.633
C -3.33 1.13 -0.09 -0.005
C -2.15 -0.89 0.91 0.793
C 1.49 -0.26 -1.76 -0.192
C -1.05 -2.46 2.30 -0.071
C -0.02 -2.05 -2.35 0.010
C -1.96 -2.52 3.52 -0.635
C -2.16 0.48 0.43 -0.278
C 3.77 3.51 0.66 -0.666
C -4.05 3.39 -1.05 -0.643
C 2.74 -0.26 0.44 -0.065
H 0.37 0.07 1.08 0.445
H -1.36 -3.20 1.56 0.201
H -2.99 -2.38 3.22 0.227
H 4.26 -1.60 -0.18 0.427
H -1.86 -3.49 4.00 0.216
H -0.01 -2.63 2.58 0.182
H 4.44 3.80 1.46 0.220
H 1.51 -2.66 0.61 0.201
H -2.03 -2.62 -2.77 0.231
H -0.09 -3.67 -0.95 0.214
H -1.68 -1.74 4.23 0.211
H -0.82 -3.69 -3.47 0.220
H 1.93 0.69 -1.99 0.225
H 0.32 -0.31 -3.54 0.215
H -4.62 -0.36 -0.89 0.231
H -5.43 1.16 -0.47 0.209
H 2.78 3.92 0.83 0.273
H 4.15 3.93 -0.28 0.236
H -4.49 3.02 -1.98 0.221
H 5.80 2.02 0.60 0.430
H -3.54 4.32 -1.27 0.222
H -1.11 -2.10 -4.19 0.216
H -4.92 0.02 0.79 0.227
H -4.86 3.60 -0.35 0.221
H 2.52 -0.68 1.44 0.188
```

Computed properties:
- energy above the lowest of the compared OMol25 structures with the same formula, charge and spin (kJ/mol) = 0.0
- E_LUMO (hartree) = 0.0043
- E_HOMO (eV) = -7.82
- frontier orbital gap (Eh) = 0.2915

Entry 2:
A single C22H25N3O4S molecule at a distorted geometry. Source: OMol25; level of theory: ωB97M-V/def2-TZVPD.

```
55
Properties=species:S:1:pos:R:3:nbo_charge:R:1
S -3.18 1.81 -2.13 -0.229
O -1.95 -1.92 0.46 -0.621
O -4.61 -2.57 -0.26 -0.490
O 0.44 3.01 0.82 -0.519
O 7.03 -0.48 0.88 -0.523
N -0.95 0.67 -1.76 -0.586
N 4.33 -0.26 -0.24 -0.482
N -1.32 2.47 -0.27 -0.505
C -2.31 0.12 1.15 -0.291
C -3.22 1.30 1.19 0.025
C -2.61 2.56 1.67 -0.442
C 0.96 1.20 -0.45 -0.106
C 2.48 -0.99 -1.57 -0.247
C -2.16 -3.56 0.35 -0.217
C 2.15 1.01 0.04 -0.333
C 0.39 0.56 -1.74 0.147
C -4.24 -1.28 0.44 0.234
C -4.54 1.15 0.89 -0.229
C 4.96 -1.53 0.23 -0.233
C -1.71 1.70 -1.37 0.297
C -2.88 -0.86 0.72 0.276
C 0.11 2.40 0.02 0.700
C -5.10 -0.22 0.75 -0.211
C 3.07 0.19 -0.61 0.271
C 1.27 -0.61 -2.03 -0.195
C 6.37 -1.41 -0.17 -0.117
C 6.55 0.79 0.18 -0.083
C -5.93 -2.50 -0.39 -0.232
C -2.14 3.27 0.19 -0.164
C 4.98 0.80 0.61 -0.240
H -1.42 0.10 -2.60 0.436
H 2.60 1.75 0.73 0.246
H -3.34 3.32 2.17 0.218
H -5.95 -0.23 0.47 0.164
H -5.12 1.88 1.21 0.201
H -6.19 -1.82 -1.28 0.155
H -2.64 -3.63 -0.64 0.224
H 6.71 -2.29 0.18 0.197
H 3.20 -1.73 -1.97 0.233
H 4.60 -1.76 1.15 0.209
H 4.89 0.60 1.72 0.208
H -6.50 -2.39 0.38 0.166
H 6.95 1.53 0.94 0.183
H 0.81 -1.19 -2.88 0.194
H -2.92 3.53 -0.42 0.243
H -1.36 4.25 0.41 0.190
H -1.26 0.06 1.44 0.252
H -5.93 -3.42 -0.89 0.201
H 4.71 2.06 0.35 0.208
H -2.94 -3.72 1.38 0.190
H -1.22 -3.83 0.60 0.186
H 6.88 0.99 -0.71 0.176
H 6.53 -1.39 -1.22 0.206
H 4.26 -2.13 -0.32 0.222
H -1.61 2.62 2.20 0.236
```

Computed properties:
- energy above the lowest of the compared OMol25 structures with the same formula, charge and spin (kJ/mol) = 1963.2
- E_LUMO (hartree) = -0.0096
- E_HOMO (eV) = -7.08
- frontier orbital gap (Eh) = 0.2507

Entry 3:
A single C22H25N3O5 molecule. Source: OMol25; level of theory: ωB97M-V/def2-TZVPD.

```
55
Properties=species:S:1:pos:R:3:nbo_charge:R:1
O 6.57 -2.99 0.38 -0.493
O 3.67 2.92 1.52 -0.620
O -3.60 2.88 1.28 -0.619
O 2.43 1.44 -2.60 -0.596
O -6.14 -1.52 -0.40 -0.551
N 3.06 2.16 -0.55 -0.458
N 1.47 2.60 1.11 -0.607
N -4.22 1.27 -0.18 -0.607
C -3.32 2.09 0.39 0.657
C 5.43 -1.56 -1.08 -0.256
C -6.43 -3.97 -0.30 -0.641
C 5.71 0.58 0.64 -0.185
C 7.27 -3.22 1.58 -0.252
C 0.43 2.27 0.29 0.273
C 2.80 2.58 0.75 0.799
C -5.60 1.20 0.26 -0.228
C -0.33 1.53 -1.88 -0.118
C -1.92 1.98 -0.14 -0.081
C -5.84 0.12 1.31 -0.421
C 4.47 2.09 -0.94 -0.244
C 6.23 -0.65 1.00 -0.269
C 4.92 -0.33 -1.43 -0.178
C 5.06 0.76 -0.57 -0.084
C -5.84 -2.76 -1.01 -0.055
C 0.72 1.86 -1.02 -0.218
C -1.64 1.59 -1.45 -0.245
C 2.11 1.79 -1.48 0.683
C -5.46 -1.27 0.81 -0.067
C -0.89 2.33 0.72 -0.234
C 6.10 -1.73 0.14 0.293
H 8.17 -2.60 1.65 0.176
H -1.13 2.65 1.72 0.237
H 7.56 -4.27 1.56 0.200
H -5.74 -2.01 1.58 0.174
H 6.64 -3.04 2.46 0.175
H -7.50 -3.83 -0.15 0.214
H 4.50 2.24 -2.02 0.241
H 4.99 2.90 -0.43 0.237
H -2.44 1.37 -2.15 0.217
H -6.28 -4.86 -0.91 0.216
H -6.26 -2.68 -2.01 0.186
H -5.25 0.34 2.20 0.217
H -5.84 2.18 0.68 0.232
H -6.89 0.13 1.58 0.214
H 5.34 -2.41 -1.73 0.223
H -6.23 1.00 -0.61 0.212
H 5.81 1.42 1.31 0.228
H -0.08 1.24 -2.89 0.241
H 4.40 -0.21 -2.37 0.230
H -5.96 -4.13 0.67 0.204
H -3.91 0.55 -0.82 0.398
H 1.28 2.92 2.05 0.424
H -4.38 -1.35 0.65 0.156
H -4.74 -2.87 -1.09 0.156
H 6.74 -0.74 1.94 0.211
```

Computed properties:
- energy above the lowest of the compared OMol25 structures with the same formula, charge and spin (kJ/mol) = 76.5
- E_LUMO (hartree) = -0.0029
- E_HOMO (eV) = -8.41
- frontier orbital gap (Eh) = 0.3062

Entry 4:
A single C22H25N3O6S molecule at a distorted geometry. Source: OMol25; level of theory: ωB97M-V/def2-TZVPD.

```
57
Properties=species:S:1:pos:R:3:nbo_charge:R:1
S -0.39 0.14 -3.12 2.306
O 3.98 -1.10 3.43 -0.597
O -1.31 1.20 -2.77 -0.978
O -0.08 3.85 1.85 -0.511
O -1.43 -2.30 0.02 -0.605
O 0.45 -0.43 3.85 -0.515
O 0.30 0.29 -4.36 -0.925
N -1.15 -1.36 -3.17 -0.655
N -1.74 -0.07 -0.37 -0.658
N 3.21 -0.11 1.57 -0.614
C 2.48 -2.37 2.03 -0.510
C 1.12 0.13 4.95 -0.255
C 3.31 -1.18 2.42 0.699
C 2.43 -0.07 0.43 0.170
C 1.29 1.19 -1.26 -0.171
C -1.73 -1.38 -0.72 0.690
C 2.12 1.15 -0.16 -0.234
C -3.47 -1.03 -2.66 -0.419
C -1.14 0.50 0.75 0.281
C -0.67 -0.24 1.82 -0.389
C -1.87 -1.54 -4.42 -0.239
C -3.27 -0.94 -4.18 -0.429
C -0.32 2.51 1.78 0.421
C 2.39 -2.55 0.52 -0.436
C 0.80 0.00 -1.79 -0.353
C 1.97 -1.27 -0.13 0.040
C -0.57 4.68 0.82 -0.252
C 1.16 -1.22 -1.25 -0.191
C 0.00 0.39 2.87 0.419
C -0.98 1.89 0.73 -0.423
C 0.18 1.76 2.85 -0.431
C -2.16 -1.68 -2.16 -0.149
H -1.32 -1.05 -5.22 0.248
H -4.03 -1.49 -4.73 0.218
H -2.27 -2.77 -2.19 0.233
H 0.70 2.29 3.63 0.232
H 1.35 -0.71 5.61 0.207
H -4.32 -1.64 -2.38 0.224
H -1.66 4.63 0.75 0.180
H -1.36 2.44 -0.11 0.227
H -0.13 4.42 -0.15 0.174
H 3.37 -2.85 0.12 0.217
H 1.48 -2.20 2.44 0.254
H -3.29 0.10 -4.51 0.224
H -0.80 -1.31 1.85 0.264
H -3.60 -0.04 -2.23 0.219
H -0.27 5.69 1.09 0.202
H 2.50 2.07 0.26 0.221
H 0.49 0.84 5.48 0.177
H 1.68 -3.34 0.28 0.234
H 2.06 0.61 4.65 0.184
H 3.66 0.74 1.86 0.413
H -1.93 -2.61 -4.63 0.204
H 0.80 -2.13 -1.70 0.243
H 1.00 2.12 -1.72 0.237
H 2.89 -3.26 2.51 0.242
H -1.91 0.59 -1.13 0.439
```

Computed properties:
- energy above the lowest of the compared OMol25 structures with the same formula, charge and spin (kJ/mol) = 138.8
- E_LUMO (hartree) = 0.0223
- E_HOMO (eV) = -8.32
- frontier orbital gap (Eh) = 0.3279

Entry 5:
A single C22H25N3O6S2 molecule at a distorted geometry. Source: OMol25; level of theory: ωB97M-V/def2-TZVPD.

```
58
Properties=species:S:1:pos:R:3:nbo_charge:R:1
S 5.52 1.09 1.36 0.301
S 1.30 -2.84 -1.17 2.328
O -3.10 0.01 2.66 -0.492
O 1.00 -2.37 -2.49 -0.943
O 4.25 3.90 -0.72 -0.597
O -5.06 2.22 -0.93 -0.488
O 1.74 -4.20 -1.00 -0.938
O 1.22 1.45 0.96 -0.593
N 0.02 -2.52 -0.15 -0.687
N -0.25 2.19 -0.62 -0.622
N 3.37 1.82 -0.68 -0.452
C 4.33 0.00 0.66 -0.206
C -1.14 -1.86 -0.73 -0.240
C -3.89 1.89 -0.33 0.350
C -1.98 -0.41 3.42 -0.254
C -2.88 0.76 1.55 0.352
C 0.98 1.94 -0.12 0.677
C 3.45 0.46 -0.33 0.243
C -0.42 -3.58 0.73 -0.225
C 4.39 2.71 -0.52 0.686
C -4.01 1.15 0.84 -0.328
C 4.28 -1.32 1.10 -0.202
C 3.37 -2.20 0.55 -0.190
C -2.63 2.25 -0.79 -0.397
C -1.50 1.85 -0.08 0.281
C 2.09 2.35 -1.10 -0.332
C 5.72 2.11 -0.13 -0.621
C 2.57 -0.45 -0.90 -0.244
C -1.61 1.12 1.09 -0.418
C -1.81 -3.96 0.22 -0.414
C -2.37 -2.61 -0.21 -0.416
C 2.54 -1.76 -0.46 -0.308
C -5.02 2.99 -2.11 -0.253
H 3.30 -3.23 0.88 0.240
H -4.49 2.46 -2.92 0.175
H -0.72 0.85 1.62 0.268
H -0.30 2.66 -1.52 0.399
H -4.99 0.87 1.20 0.235
H -3.15 -2.69 -0.96 0.222
H 6.43 2.91 0.10 0.262
H 6.11 1.48 -0.93 0.240
H -0.48 -3.20 1.76 0.183
H 1.85 2.03 -2.12 0.211
H -2.51 2.81 -1.70 0.209
H 2.20 3.44 -1.09 0.282
H -6.06 3.14 -2.41 0.204
H 0.29 -4.40 0.69 0.241
H 1.90 -0.18 -1.70 0.240
H -2.39 -0.99 4.24 0.201
H -2.42 -4.46 0.97 0.218
H -4.55 3.96 -1.95 0.176
H -2.79 -2.08 0.66 0.208
H -1.15 -0.80 -0.44 0.209
H -1.43 0.44 3.82 0.185
H -1.31 -1.03 2.82 0.176
H 4.96 -1.63 1.88 0.227
H -1.06 -1.92 -1.82 0.226
H -1.71 -4.62 -0.65 0.208
```

Computed properties:
- energy above the lowest of the compared OMol25 structures with the same formula, charge and spin (kJ/mol) = 24.0
- E_LUMO (hartree) = 0.0136
- E_HOMO (eV) = -8.49
- frontier orbital gap (Eh) = 0.3255

Entry 6:
A single C22H25N3O6S2 molecule at a distorted geometry. Source: OMol25; level of theory: ωB97M-V/def2-TZVPD.

```
58
Properties=species:S:1:pos:R:3:nbo_charge:R:1
S -2.54 0.65 -4.17 0.290
S -0.45 -3.01 0.51 2.323
O 0.78 0.73 -5.75 -0.584
O 0.44 -3.99 -0.04 -0.934
O 2.16 1.99 2.97 -0.494
O 2.76 -0.09 -1.24 -0.601
O -2.37 2.54 1.66 -0.506
O -1.57 -3.45 1.29 -0.942
N 0.31 -0.30 -3.79 -0.470
N 0.94 1.23 -1.58 -0.630
N 0.41 -1.84 1.32 -0.695
C 2.30 -1.58 2.75 -0.419
C -0.62 -0.82 -2.87 0.208
C -0.72 1.91 0.00 -0.423
C 1.06 -1.86 3.59 -0.412
C -0.21 -1.68 -1.86 -0.278
C -1.08 -2.02 -0.84 -0.216
C 0.62 1.61 -0.26 0.275
C 1.70 -0.19 -3.38 -0.329
C -2.82 -0.74 -1.84 -0.215
C 1.17 1.99 2.04 0.348
C -0.02 0.17 -5.03 0.679
C 1.86 -1.95 1.33 -0.245
C 1.85 2.33 4.30 -0.253
C -0.15 2.29 2.31 -0.411
C -3.40 2.46 0.70 -0.253
C 1.56 1.64 0.74 -0.341
C -0.06 -1.45 2.64 -0.231
C -2.38 -1.54 -0.80 -0.216
C 1.87 0.32 -1.95 0.685
C -1.96 -0.38 -2.86 -0.225
C -1.46 -0.06 -5.44 -0.620
C -1.10 2.25 1.28 0.427
H 0.25 1.49 -2.26 0.403
H -1.01 -1.95 2.84 0.237
H 2.78 2.26 4.85 0.203
H 1.12 1.63 4.73 0.176
H 0.98 -2.93 3.80 0.206
H -0.50 2.56 3.29 0.233
H 2.55 -0.52 2.79 0.215
H 2.59 1.41 0.55 0.257
H -3.47 1.46 0.27 0.176
H -0.21 -0.36 2.65 0.197
H 2.29 -1.28 0.58 0.234
H 2.17 0.51 -4.08 0.279
H 2.13 -2.98 1.07 0.220
H 1.45 3.35 4.36 0.181
H 1.04 -1.31 4.52 0.212
H 0.78 -2.09 -1.83 0.253
H -4.32 2.71 1.22 0.203
H -3.02 -1.82 0.02 0.247
H -3.84 -0.37 -1.86 0.228
H 3.17 -2.16 3.07 0.219
H -1.66 0.45 -6.38 0.264
H -3.24 3.19 -0.11 0.177
H -1.43 1.87 -0.81 0.218
H -1.69 -1.12 -5.53 0.243
H 2.22 -1.15 -3.46 0.230
```

Computed properties:
- energy above the lowest of the compared OMol25 structures with the same formula, charge and spin (kJ/mol) = 3.6
- E_LUMO (hartree) = 0.0097
- E_HOMO (eV) = -8.64
- frontier orbital gap (Eh) = 0.3273

Entry 7:
A single C22H25N7O3S2 molecule at a distorted geometry. Source: OMol25; level of theory: ωB97M-V/def2-TZVPD.

```
59
Properties=species:S:1:pos:R:3:nbo_charge:R:1
S 0.45 -1.49 -2.64 2.327
S 0.25 2.87 2.82 0.289
O -0.04 4.70 -0.10 -0.597
O 1.76 -1.99 -2.35 -0.932
O -0.25 -2.01 -3.77 -0.922
N 2.07 1.21 1.68 -0.367
N 0.43 0.14 2.66 -0.344
N 1.36 2.91 -0.31 -0.640
N 2.26 -0.10 1.48 -0.265
N -0.40 -1.82 -1.22 -0.879
N 0.99 -4.97 1.74 -0.407
N -1.94 -1.45 0.40 -0.520
C 1.24 4.02 1.81 -0.601
C -3.59 0.41 0.65 -0.411
C 0.78 3.94 0.36 0.670
C 0.44 0.29 -2.68 -0.341
C 1.64 -4.24 0.85 0.050
C 0.45 -4.34 2.77 0.049
C -2.97 0.51 -1.83 -0.379
C -0.82 -0.10 3.33 -0.423
C 0.97 1.35 2.38 0.189
C -0.27 2.37 -3.59 -0.196
C 1.29 -0.76 2.07 0.308
C -0.18 0.99 -3.69 -0.205
C 0.50 -2.97 2.96 -0.243
C -3.27 -1.08 0.83 -0.239
C 0.99 0.93 -1.59 -0.184
C 0.87 2.32 -1.48 0.149
C -2.57 -0.96 -1.96 -0.518
C -1.66 -1.40 -0.84 0.481
C -4.05 0.75 -0.77 -0.395
C 1.77 -2.87 0.93 -0.265
C 1.17 -2.20 2.00 -0.042
C 0.23 3.03 -2.49 -0.201
H 2.09 -4.79 0.03 0.205
H -4.38 0.68 1.35 0.210
H -0.76 2.93 -4.38 0.224
H -0.59 0.45 -4.53 0.243
H -2.08 -1.14 -2.91 0.250
H 2.32 -2.32 0.18 0.261
H -2.09 1.12 -1.59 0.206
H 0.07 -2.53 3.84 0.215
H -0.65 -0.34 4.39 0.209
H 0.18 -2.16 -0.47 0.441
H -3.32 -1.33 1.90 0.189
H 1.96 2.30 0.25 0.441
H 1.50 0.35 -0.84 0.238
H 1.02 5.01 2.22 0.261
H -3.35 0.85 -2.79 0.213
H -4.93 0.16 -1.01 0.192
H -4.34 1.81 -0.80 0.212
H -2.70 1.00 0.89 0.200
H -1.42 0.81 3.28 0.229
H -4.03 -1.68 0.31 0.185
H -3.47 -1.58 -1.92 0.231
H -1.34 -0.91 2.83 0.251
H 0.12 4.10 -2.39 0.251
H -0.06 -4.98 3.49 0.195
H 2.29 3.76 1.94 0.254
```

Computed properties:
- E_LUMO (hartree) = 0.0048
- E_HOMO (eV) = -8.91
- frontier orbital gap (Eh) = 0.3322

Entry 8:
3 unconnected molecules or ions with the total composition C22H25NO12S2 at a distorted geometry. Source: OMol25; level of theory: ωB97M-V/def2-TZVPD.

```
62
Properties=species:S:1:pos:R:3:nbo_charge:R:1
S -2.52 -2.39 -1.69 2.275
S -3.61 -0.91 2.87 0.144
O -1.43 -3.25 -0.67 -0.618
O 0.75 2.30 1.33 -0.684
O 2.16 -0.74 -1.34 -0.557
O 1.23 -2.05 -3.56 -0.625
O 4.31 2.65 -3.85 -0.658
O 3.30 1.39 -6.07 -0.522
O -2.12 -2.41 -3.19 -0.811
O 3.38 2.40 0.53 -0.532
O -2.25 -0.87 -0.91 -0.675
O 0.95 7.02 1.52 -0.516
O -4.00 -2.89 -1.73 -0.832
O 3.55 7.12 0.63 -0.639
N -0.03 -5.49 0.88 -0.611
C 3.52 4.76 0.55 -0.357
C 0.73 -0.73 1.58 -0.282
C -0.38 -0.23 0.49 -0.516
C 1.41 3.51 1.18 0.367
C 2.25 -0.36 -4.87 -0.354
C -1.82 -2.68 0.65 0.024
C -2.97 -0.15 1.29 -0.567
C 1.86 -1.67 1.22 -0.377
C 2.83 3.48 0.73 0.460
C 1.49 5.94 1.28 0.469
C 3.04 0.88 -4.99 0.452
C -5.76 -2.68 1.95 -0.647
C 2.90 5.91 0.80 0.300
C -1.31 -3.41 2.03 -0.488
C -1.81 -1.05 0.51 0.257
C 1.97 -0.88 -3.68 0.293
C -5.44 -1.30 2.79 -0.535
C -0.09 -4.49 1.84 0.110
C 2.45 -0.24 -2.42 0.495
C 3.54 1.50 -3.73 0.368
C 3.26 0.98 -2.54 -0.400
C 0.79 4.66 1.44 -0.375
H 0.15 -0.27 -0.58 0.264
H -6.04 -0.42 2.27 0.226
H 1.41 1.61 1.08 0.516
H 1.70 -2.38 0.27 0.229
H -0.97 -2.61 2.83 0.261
H 3.62 1.43 -1.62 0.259
H 0.85 -6.04 0.99 0.344
H 0.60 -0.38 2.70 0.220
H 4.55 4.72 0.21 0.251
H -0.57 0.93 0.71 0.263
H -2.24 -3.97 2.52 0.262
H -2.59 0.95 1.52 0.249
H -3.91 -0.01 0.57 0.268
H 1.17 -2.22 -2.60 0.501
H 0.82 -4.44 2.60 0.178
H -5.27 -2.63 0.88 0.230
H 4.36 2.83 -4.81 0.503
H -5.85 -1.47 3.89 0.245
H -2.99 -2.92 0.68 0.231
H 2.86 -1.66 1.83 0.227
H -6.94 -2.72 1.82 0.219
H 1.91 -0.81 -5.79 0.252
H 2.89 7.81 0.88 0.505
H -0.24 4.70 1.76 0.246
H -5.43 -3.66 2.55 0.218
```

Computed properties:
- E_LUMO (hartree) = -0.0710
- E_HOMO (eV) = -9.06
- frontier orbital gap (Eh) = 0.2618